Record 1
One molecule with the formula C5H9N3O at a distorted geometry. Source: OMol25; level of theory: wB97M-V/def2-TZVPD.

Structure (ORCA input):
```
! RIJCOSX wB97M-V def2-TZVPD def2/J DEFGRID3
* xyz 0 1
H 2.79 1.09 1.56
N 1.78 1.40 1.41
C 1.25 0.46 0.73
N 1.84 -0.79 0.38
C 0.94 -1.64 -0.34
C -0.36 -0.77 -0.41
N -1.51 -1.09 -1.10
C -0.11 0.36 0.22
C -1.12 1.41 0.46
O -1.80 1.74 -0.75
H 2.85 -0.97 0.34
H 1.30 -1.95 -1.28
H 0.86 -2.59 0.24
H -2.07 -0.26 -1.39
H -1.62 -1.87 -1.69
H -1.77 1.03 1.24
H -0.60 2.23 0.82
H -2.65 2.22 -0.44
*
```

Highest occupied orbital energy, eV: -8.127
LUMO, eV: 0.8

Record 2
A 3-piece molecular cluster, C5H9N3O overall at a distorted geometry. Source: OMol25; level of theory: wB97M-V/def2-TZVPD.

Structure (ORCA input):
```
! RIJCOSX wB97M-V def2-TZVPD def2/J DEFGRID3
* xyz 0 1
C -1.17 1.97 0.97
C -0.99 0.15 -0.58
C -1.54 -2.02 -0.74
C 0.20 -0.52 -0.43
C 2.77 -0.46 -0.41
H 0.01 2.12 1.23
H -1.54 1.25 1.89
H -1.54 2.93 0.88
H -2.53 1.41 -0.12
H -1.93 -2.95 -0.98
H 1.31 -0.36 1.43
H 3.41 0.63 -0.03
H 3.47 -1.81 0.12
H 2.54 -0.83 -2.03
N -1.62 1.29 -0.27
N -2.05 -0.84 -0.67
N 1.35 -0.06 0.31
O -0.13 -1.89 -0.58
*
```

Highest occupied orbital energy, eV: -7.994
LUMO, eV: 0.2

Record 3
One molecule with the formula C5H9N3O at a distorted geometry. Source: OMol25; level of theory: wB97M-V/def2-TZVPD.

Structure (ORCA input):
```
! RIJCOSX wB97M-V def2-TZVPD def2/J DEFGRID3
* xyz 0 1
C -1.52 -0.91 0.84
C -0.62 0.06 0.73
C 0.03 0.73 1.90
C -0.14 0.51 -0.62
N -1.10 1.07 -1.40
N 1.11 0.89 -0.88
C 1.97 -0.14 -1.01
N 1.13 -1.34 -1.11
O 3.17 -0.17 -0.89
H -1.95 -1.39 -0.03
H -1.95 -1.18 1.80
H 1.11 0.55 1.86
H -0.11 1.81 1.85
H -0.37 0.36 2.84
H -0.81 1.62 -2.19
H -2.03 1.23 -1.05
H 1.56 -2.19 -0.76
H 0.53 -1.54 -1.88
*
```

Highest occupied orbital energy, eV: -9.070
LUMO, eV: 0.4

Record 4
One molecule with the formula C5H9N3O at a distorted geometry. Source: OMol25; level of theory: wB97M-V/def2-TZVPD.

Structure (ORCA input):
```
! RIJCOSX wB97M-V def2-TZVPD def2/J DEFGRID3
* xyz 0 1
H -0.28 2.57 2.30
N 0.09 2.00 1.55
C 0.68 0.87 1.81
O 0.92 0.05 2.64
N 1.07 0.60 0.14
C 0.59 -0.60 -0.44
C 1.42 -1.55 -0.89
C -0.90 -0.74 -0.54
C -1.66 0.44 -1.06
N -1.52 -1.81 -0.23
H -0.89 -2.52 0.14
H 2.07 0.70 0.03
H 0.44 1.67 0.23
H 1.04 -2.45 -1.34
H 2.50 -1.45 -0.80
H -2.69 0.14 -1.27
H -1.68 1.24 -0.31
H -1.20 0.84 -1.96
*
```

Highest occupied orbital energy, eV: -9.508
LUMO, eV: 0.7